{"formula": "C3H3Cl2InNO3Tm", "method": "the ωB97M-V functional and the def2-TZVPD basis", "multiplicity": 3, "largest_force_ev_per_a": 7.455, "homo_energy_ev": [-25.2, -25.2], "lumo_ha": [-0.80387, -0.80372], "total_charge": 4, "species": ["Tm", "In", "Cl", "Cl", "C", "C", "C", "O", "O", "O", "N", "H", "H", "H"], "coordinates": [[3.021, 1.805, -0.876], [-1.692, 0.306, -0.113], [2.586, 2.400, 1.450], [1.192, -0.050, -1.339], [-1.203, -2.020, -0.746], [1.148, 2.988, -1.455], [2.832, 2.198, -3.252], [-0.381, -2.810, -0.623], [0.110, 3.343, -1.832], [2.571, 2.313, -4.371], [-0.091, 0.019, 1.627], [0.724, -0.378, 1.155], [-0.448, -0.608, 2.343], [0.177, 0.909, 2.042]], "lowdin_spin": [2.01, 0.00, -0.01, 0.00, 0.00, 0.00, 0.00, 0.00, 0.00, 0.00, 0.00, 0.00, 0.00, 0.00]}